Molecular formula: C23H27AsN5OW
Method: DFT, ωB97M-V with the def2-TZVPD basis set

```
58
Properties=species:S:1:pos:R:3:forces:R:3
W 0.66568 -0.96487 1.12233 -0.3 1.1 0.3
C 4.43429 4.10872 -2.17631 0.0 0.0 0.0
C 3.44891 3.06137 -1.75615 0.0 0.0 0.0
C 2.87517 2.19364 -2.68800 0.0 0.0 0.0
C 2.00037 1.19799 -2.30025 0.0 0.0 0.0
C 1.63528 1.04955 -0.96243 0.0 -0.1 -0.1
N 0.72802 0.05153 -0.53748 0.0 -0.3 0.5
C -0.24657 -0.51073 -1.42583 0.0 -0.1 0.0
C -0.94772 0.17391 -2.40781 0.0 -0.1 0.0
C -1.90460 -0.50169 -3.15861 0.0 0.0 0.0
C -2.19155 -1.85873 -2.97906 0.0 0.0 0.0
C -3.21278 -2.55702 -3.82787 0.0 0.0 0.0
C -1.49307 -2.55351 -1.98726 0.1 0.1 -0.1
C -0.55977 -1.87263 -1.23730 0.1 0.0 -0.1
N 0.22295 -2.52904 -0.18983 0.0 -0.1 0.3
C 1.62787 -2.61447 -0.15619 -0.1 -0.2 -0.5
C 1.99387 -3.08260 1.10259 0.4 -0.1 0.2
C 0.82776 -3.26278 1.85097 -0.1 0.1 -0.1
N -0.27283 -2.85317 1.12766 0.2 0.1 -0.5
C 2.22730 1.90010 -0.02311 0.1 0.0 0.0
C 3.12458 2.88276 -0.41491 -0.1 -0.1 0.0
N 1.94325 1.76496 1.37133 0.0 0.0 0.1
C 1.94785 2.72177 2.30199 0.0 -0.1 -0.1
C 1.83610 2.12929 3.55705 0.1 0.1 -0.1
C 1.78823 0.77795 3.31013 0.1 -0.1 -0.1
N 1.83058 0.53762 1.97089 0.0 -0.2 -0.2
H 4.21046 4.47632 -3.17589 0.0 0.0 0.0
H 5.44103 3.68639 -2.19580 0.0 0.0 0.0
H 4.43662 4.95317 -1.48976 0.0 0.0 0.0
H 3.13464 2.28983 -3.73433 0.0 0.0 0.0
H 1.59517 0.52313 -3.04256 0.0 0.0 0.0
H -0.75685 1.22396 -2.58532 0.0 0.0 0.0
H -2.44041 0.04734 -3.92285 0.0 0.0 0.0
H -3.36355 -2.03282 -4.76892 0.0 0.0 0.0
H -4.17536 -2.60276 -3.31434 0.0 0.0 0.0
H -2.90604 -3.57839 -4.04833 0.0 0.0 0.0
H -1.66330 -3.61097 -1.82345 0.0 0.0 0.0
H 2.20452 -2.48728 -1.06044 0.0 0.1 0.0
H 3.00452 -3.25945 1.44288 0.0 0.0 0.0
H 0.70205 -3.66754 2.84445 0.0 0.0 0.0
H 3.60742 3.50264 0.32990 0.0 0.0 0.0
H 2.03816 3.75857 2.01998 0.0 0.0 0.0
H 1.82851 2.63402 4.50774 0.0 0.0 0.0
H 1.74395 -0.05300 3.99736 -0.1 0.0 0.0
C -2.82797 -1.30468 3.73767 0.1 0.0 0.0
As -2.66548 -0.35281 2.09785 0.0 0.1 0.0
C -3.28308 1.44136 2.23811 0.0 0.0 0.0
C -3.47621 -1.28408 0.64878 0.0 0.0 0.0
O -0.94803 -0.20477 1.72901 -0.6 -0.2 0.2
H -3.88505 -1.30440 4.01150 0.0 0.0 0.0
H -2.25481 -0.80546 4.51751 0.0 0.0 0.0
H -2.48959 -2.33167 3.61039 0.0 0.0 0.0
H -4.37427 1.42371 2.24394 0.0 0.0 0.0
H -2.93188 2.01133 1.37953 0.0 0.0 0.0
H -2.92345 1.88758 3.16372 0.0 0.0 0.0
H -4.54580 -1.35970 0.85329 0.0 0.0 0.0
H -3.04825 -2.28067 0.57714 0.0 0.0 0.0
H -3.31686 -0.72879 -0.27532 0.0 0.0 0.0
```
Positions in Å, forces in eV/Å.

E_tot = -3543.5214 a.u.
HOMO (spin up / spin down) = -16.66 / -16.66 eV
lowest unoccupied orbital energy (spin up / spin down) = -0.384 / -0.384 Eh
net charge = +3

These are the natural (NBO) partial charges, in e, on atoms 1 to 4: number 1, W, carries 1.68; number 2, C, carries -0.65; number 3, C, carries 0.06; number 4, C, carries -0.16



Molecular formula: C23H27B2Cl4O3S2
Method: DFT, ωB97M-V with the def2-TZVPD basis set

```
61
Properties=species:S:1:pos:R:3:forces:R:3
Cl -0.61651 -3.87676 1.06505 0.0 0.4 -0.4
B -0.83998 -2.80983 -0.42475 -2.0 -1.0 -0.3
Cl -0.37019 -3.71954 -1.99753 0.2 0.5 0.5
Cl -2.65474 -2.21228 -0.61528 1.0 -0.3 0.1
O -0.01800 -1.59188 -0.22183 1.1 2.8 -1.2
C 0.09581 -0.58471 -1.02401 0.8 -2.8 0.7
C 1.19666 0.32912 -0.89674 0.8 -0.1 0.1
C 1.46770 1.20686 -1.97122 -0.3 0.3 0.4
C 2.45511 2.17948 -1.85966 0.3 -0.1 0.3
C 3.25933 2.22046 -0.70471 -1.0 -0.7 -0.1
Cl 4.40756 3.48167 -0.51751 0.0 -0.1 0.0
C 3.11247 1.24034 0.29807 -0.1 -0.1 -0.2
C 2.11993 0.26653 0.18723 -0.2 0.7 -0.3
H -0.50846 -0.56301 -1.93434 -0.3 0.1 0.3
H 0.88469 1.12277 -2.88990 0.0 0.2 0.3
H 2.59541 2.93375 -2.63388 0.0 -0.3 0.1
H 3.76516 1.27398 1.17122 -0.1 -0.1 -0.3
H 2.04398 -0.53771 0.91699 -0.2 0.3 0.0
C -9.04908 5.76899 5.38281 -0.1 0.0 0.3
C -8.20818 5.22498 4.28018 0.1 0.0 -1.3
C -8.31264 5.49879 2.92987 0.2 -0.3 0.8
C -7.30575 4.86453 2.12307 0.0 0.3 0.9
C -6.39863 4.14811 2.86732 -0.5 -0.4 -0.1
B -5.13120 3.18586 2.36700 -0.7 3.8 1.2
C -3.83672 4.15594 2.38446 0.1 -0.2 0.1
C -3.43224 5.02709 1.40714 0.4 -0.1 0.7
C -2.22998 5.72239 1.76463 0.2 -0.3 0.8
C -1.76734 5.37839 3.02023 -0.4 0.2 -1.0
C -0.58844 5.90860 3.73620 0.2 0.1 0.2
S -2.77477 4.18856 3.76469 -0.2 0.4 -1.1
O -5.01679 2.08498 3.25877 0.3 -1.4 0.0
C -5.49544 0.98524 2.50355 0.5 0.0 -0.4
C -4.78631 -0.27698 2.97146 0.0 -0.1 -0.2
C -7.00099 0.82870 2.72269 -0.1 -0.1 -0.3
C -5.12956 1.43983 1.00509 -0.5 -0.1 0.2
C -3.63971 1.29072 0.69451 0.1 -0.4 0.1
C -5.97470 0.79193 -0.08303 0.1 -0.2 0.1
O -5.42763 2.82446 1.02825 -0.3 -1.5 -1.0
S -6.88000 4.14211 4.54462 0.0 0.6 -0.6
H -9.84518 6.41966 5.00063 0.2 -0.1 0.0
H -9.52218 4.95979 5.95429 0.0 0.2 0.0
H -8.43791 6.36347 6.07637 -0.2 -0.1 0.0
H -9.08859 6.14309 2.54281 -0.1 0.1 -0.1
H -7.26366 4.97204 1.04163 0.1 -0.1 0.2
H -3.97828 5.18363 0.47825 0.1 -0.2 0.2
H -1.71919 6.44109 1.12529 -0.1 -0.1 0.2
H -0.04319 6.60515 3.09667 0.1 0.0 0.1
H -0.91873 6.42932 4.64284 0.3 0.0 0.0
H 0.07025 5.08114 4.02137 0.1 0.2 0.1
H -5.07996 -1.11046 2.32093 0.2 0.0 0.1
H -3.69602 -0.15830 2.94361 -0.3 0.0 0.0
H -5.09465 -0.50804 3.99953 0.1 0.0 -0.2
H -7.35552 -0.06102 2.18881 -0.1 0.1 0.1
H -7.20054 0.68562 3.79172 0.1 0.1 -0.2
H -7.55913 1.70843 2.37881 0.2 -0.2 0.1
H -3.37436 0.23547 0.54772 0.1 0.2 0.1
H -3.43417 1.83777 -0.23456 0.0 -0.1 0.2
H -3.03580 1.73534 1.49773 -0.1 -0.2 -0.2
H -5.77118 -0.28805 -0.11713 -0.2 0.1 -0.1
H -7.04448 0.96969 0.09266 0.3 -0.1 -0.1
H -5.69631 1.23678 -1.04801 -0.1 -0.1 0.2
```
Positions in Å, forces in eV/Å.

E_tot = -3805.4627 a.u.
relative energy (zero: lowest compared OMol25 entry of this formula, charge and spin) = 0.000 eV
HOMO = -4.21 eV
lowest unoccupied orbital energy = -0.030 Eh
net charge = -1

These are the natural (NBO) partial charges, in e, on atoms 1 to 4: number 1, Cl, carries -0.22; number 2, B, carries 0.40; number 3, Cl, carries -0.26; number 4, Cl, carries -0.27



Molecular formula: C23H27BrN4O11P2S5Ti
Method: DFT, ωB97M-V with the def2-TZVPD basis set

```
74
Properties=species:S:1:pos:R:3:forces:R:3
Ti 0.20137 0.75041 -0.33800 -0.7 0.5 0.2
O 2.42226 -0.71141 2.52836 0.0 0.0 0.0
C 3.36494 0.22817 2.79584 0.0 0.0 0.0
C 4.58076 -0.11417 3.37844 0.0 0.0 0.0
C 5.50420 0.86632 3.70556 0.0 0.0 0.0
C 5.21552 2.20109 3.46331 0.0 0.0 0.0
C 4.00722 2.53307 2.86496 0.0 0.0 0.0
C 3.07311 1.56891 2.51072 0.0 0.1 0.0
C 1.83221 1.97588 1.73445 -0.1 0.0 0.1
O 1.86673 1.47143 0.42428 0.4 0.1 0.2
N 0.59595 1.55687 2.41679 0.0 0.0 0.0
N -0.23519 0.99799 1.40859 0.2 0.0 0.2
C -1.62165 0.96504 1.54174 0.2 0.0 -0.3
C -2.34782 -0.17732 1.83721 0.0 -0.3 0.1
Br -1.21670 -1.69859 2.39647 -0.1 0.1 -0.1
C -3.70707 -0.36501 1.70267 0.1 0.1 0.0
C -4.61581 -1.32248 2.27461 -0.1 -0.1 0.0
C -5.90545 -1.43164 1.70285 0.0 0.0 0.0
C -6.85438 -2.31399 2.18122 0.0 0.0 0.0
C -6.57615 -3.14162 3.26594 0.0 0.0 0.0
C -5.32254 -3.03990 3.85809 0.0 0.0 0.0
C -4.36759 -2.15336 3.38790 0.0 0.0 0.0
H 2.80298 -1.52207 2.14072 0.0 0.0 0.0
H 4.78693 -1.16061 3.56999 0.0 0.0 0.0
H 6.44859 0.58351 4.15556 0.0 0.0 0.0
H 5.92880 2.97421 3.72062 0.0 0.0 0.0
H 3.78218 3.56910 2.63723 0.0 0.0 0.0
H 1.82371 3.07164 1.66487 0.0 0.0 0.0
H 0.80636 0.78456 3.04479 0.0 0.0 0.0
H -2.16115 1.90362 1.44113 0.0 0.0 0.0
H -4.15919 0.36608 1.03957 0.0 0.0 0.0
H -6.13952 -0.80113 0.85167 0.0 0.0 0.0
H -7.82496 -2.35966 1.69834 0.0 0.0 0.0
H -7.31669 -3.83687 3.64236 0.0 0.0 0.0
H -5.08103 -3.65801 4.71690 0.0 0.0 0.0
H -3.41838 -2.09006 3.89745 0.0 0.0 0.0
C 2.59561 -3.12279 -2.67228 0.0 0.0 0.0
C 2.73009 -1.68711 -2.20228 0.0 0.0 0.0
O 4.01145 -1.17368 -2.62635 0.0 0.0 0.0
P 1.48452 -0.57693 -2.97228 -0.2 -0.1 -0.1
O 0.19760 -1.40101 -3.29238 0.5 0.3 -0.3
O 2.09253 -0.36172 -4.42796 0.1 0.0 -0.1
O 1.33151 0.70860 -2.22025 0.1 -0.2 -0.2
P 2.53276 -1.51135 -0.37254 0.1 0.1 0.0
O 3.50483 -0.27581 -0.14022 0.0 -0.1 0.0
O 2.97284 -2.69805 0.40310 0.0 0.0 0.0
O 1.06736 -1.08476 -0.23069 0.0 -0.3 0.0
H 2.68586 -3.18400 -3.75875 0.0 0.0 0.0
H 1.62754 -3.52811 -2.37990 0.0 0.0 0.0
H 3.37902 -3.71654 -2.20172 0.0 0.0 0.0
H 4.27853 -0.56022 -1.91941 0.0 0.0 0.0
H -0.44251 -1.52035 -2.52560 -0.2 -0.2 0.2
H 3.05877 -0.32355 -4.32905 0.0 0.0 0.0
H 2.93085 0.54950 0.14300 -0.1 0.1 -0.2
N -1.47580 -2.32806 -1.41717 -0.2 -0.1 0.2
N -2.67460 -1.57536 -1.41648 -0.2 -0.1 0.1
C -2.50354 -0.17894 -1.40571 0.2 0.2 -0.4
O -3.47959 0.54180 -1.36602 0.0 -0.1 0.1
O -1.26040 0.18654 -1.52282 -0.1 0.1 0.0
H -1.69755 -3.26071 -1.73862 0.0 0.0 0.0
H -1.06057 -2.38102 -0.48716 0.1 0.0 0.0
H -3.35643 -1.83538 -0.71113 0.0 -0.1 0.0
C -3.28078 5.25599 -0.32142 0.0 0.0 0.0
S -3.69429 3.53795 -0.71674 0.0 0.0 0.0
C -2.70783 3.35255 -2.15443 0.0 0.0 0.0
C -1.36908 3.18880 -2.18150 0.0 0.0 0.0
S -0.28348 3.19585 -0.82697 0.0 0.1 -0.1
S -0.70305 3.00374 -3.79128 0.0 -0.1 0.0
C -2.15772 3.12954 -4.69915 0.1 0.4 0.0
S -2.22055 3.14402 -6.36134 0.0 -0.1 0.0
S -3.52463 3.37593 -3.69396 0.0 -0.1 0.0
H -3.83553 5.51701 0.58060 0.0 0.0 0.0
H -3.56823 5.92902 -1.12856 0.0 0.0 0.0
H -2.21258 5.33399 -0.12307 0.0 0.0 0.0
```
Positions in Å, forces in eV/Å.

E_tot = -8036.9067 a.u.
relative energy (zero: lowest compared OMol25 entry of this formula, charge and spin) = 1.344 eV
HOMO = -1.20 eV
lowest unoccupied orbital energy = 0.156 Eh
net charge = -2

These are the Mulliken partial charges, in e, on atoms 1 to 4: number 1, Ti, carries 0.86; number 2, O, carries -0.47; number 3, C, carries 0.74; number 4, C, carries -0.79



The highest net charge belongs to which entry?
C23H27AsN5OW



What is the E_tot in the first record?
-3543.5214 a.u.